Arrangement a

22
Properties=species:S:1:pos:R:3:nbo_charge:R:1 method="wB97M-V/def2-TZVPD" orbital_gap_ev=9.294 smiles=Cc1ccoc1C(C)(C)O charge=0
O -0.95 1.47 -0.19 -0.44
O 1.72 -0.69 0.97 -0.73
C -0.34 0.24 0.06 0.24
C -2.52 -0.08 -0.09 -0.31
C 1.69 -0.03 -1.33 -0.62
C 1.16 0.34 0.13 0.22
C 1.53 1.69 0.75 -0.62
C -1.24 -0.72 0.16 -0.08
C -2.30 1.27 -0.31 0.08
C -1.17 -2.18 0.51 -0.63
H 1.82 0.96 -1.85 0.22
H 1.97 -1.51 0.47 0.47
H 1.34 1.81 1.77 0.23
H -1.95 -2.25 1.18 0.22
H -1.51 -2.63 -0.37 0.22
H 2.71 -0.55 -1.15 0.21
H -2.93 2.14 -0.33 0.21
H 2.65 1.73 0.51 0.21
H 1.00 2.57 0.19 0.23
H -0.17 -2.34 0.83 0.23
H -3.50 -0.58 -0.09 0.22
H 0.99 -0.66 -1.80 0.22

***

Arrangement b

22
Properties=species:S:1:pos:R:3:nbo_charge:R:1 method="wB97M-V/def2-TZVPD" orbital_gap_ev=9.095 smiles=Cc1ccc(O)cc1.CO charge=0
O -3.53 -1.10 0.39 -0.78
O 3.59 -1.08 -0.86 -0.67
C 2.35 0.33 0.56 -0.28
C 1.11 0.87 0.83 -0.16
C 0.44 0.45 -1.44 -0.18
C 2.61 -0.21 -0.71 0.28
C -1.17 1.52 0.16 -0.66
C 0.11 1.13 -0.28 -0.09
C -2.25 -1.63 0.78 -0.27
C 1.67 -0.24 -1.66 -0.26
H 0.91 1.36 1.78 0.21
H -3.99 -0.41 0.87 0.47
H -1.07 2.43 0.85 0.22
H -1.72 0.87 0.93 0.22
H -0.21 0.25 -2.32 0.22
H 3.03 0.24 1.42 0.22
H -2.06 1.90 -0.49 0.24
H -1.62 -0.77 0.40 0.20
H 1.88 -0.68 -2.72 0.23
H -2.30 -2.49 0.01 0.20
H -2.27 -1.93 1.90 0.18
H 4.46 -0.81 -0.39 0.48

***

Top of the stability list: arrangement a, leading by 118.1 kJ/mol.

***

Arrangement a

10
Properties=species:S:1:pos:R:3:nbo_charge:R:1 method="wB97M-V/def2-TZVPD" s_squared=2.014 orbital_gap_ev="8.724 / 8.078" charge=0 spin_multiplicity=3
O -1.16 0.17 0.69 -0.18
O -2.95 0.07 0.67 -0.17
N -3.47 -0.45 -0.21 0.15
N -0.72 -0.12 -0.49 -0.04
C 1.52 0.24 0.25 -0.69
C 0.51 -0.26 -0.71 0.03
H 2.41 0.76 -0.25 0.23
H 2.07 -0.55 0.73 0.24
H 0.93 0.90 0.88 0.24
H 0.85 -0.76 -1.56 0.19

***

Arrangement b

10
Properties=species:S:1:pos:R:3:nbo_charge:R:1 method="wB97M-V/def2-TZVPD" s_squared=2.009 orbital_gap_ev="7.554 / 7.909" charge=0 spin_multiplicity=3
O -0.06 -1.08 -0.80 -0.45
O -2.30 -1.32 -0.22 -0.20
N -1.35 -0.71 0.02 0.30
N -1.13 0.11 0.92 -0.09
C 0.85 -0.04 -0.68 -0.08
C 0.26 0.61 0.70 -0.34
H 1.91 -0.32 -0.66 0.21
H 0.62 0.78 -1.59 0.16
H 0.11 1.70 0.91 0.24
H 1.09 0.27 1.41 0.24

***

Top of the stability list: arrangement a, leading by 148.4 kJ/mol.

***

Arrangement a

15
Properties=species:S:1:pos:R:3:nbo_charge:R:1 method="wB97M-V/def2-TZVPD" orbital_gap_ev=8.151 smiles="O=[N+]([O-])C1=CCC=CN1" charge=0
O -0.22 2.47 1.87 -0.36
O -0.94 3.02 -0.08 -0.38
N 0.86 0.22 1.02 -0.63
N -0.42 2.23 0.70 0.50
C -0.24 -0.99 -1.34 -0.49
C 0.13 -1.77 -0.14 -0.25
C 0.75 -1.17 0.88 -0.01
C -0.63 0.39 -0.91 -0.15
C -0.07 0.94 0.18 0.19
H 1.61 0.78 1.52 0.44
H -1.59 0.90 -1.38 0.25
H -0.03 -2.79 0.02 0.22
H 0.74 -0.97 -1.86 0.23
H 1.00 -1.81 1.63 0.20
H -0.97 -1.44 -2.12 0.24

***

Arrangement b

15
Properties=species:S:1:pos:R:3:nbo_charge:R:1 method="wB97M-V/def2-TZVPD" orbital_gap_ev=9.457 smiles="N#CC1=CCNC1=O.O" charge=0
O -0.21 -0.77 0.73 -0.99
O -2.73 -1.56 0.03 -0.61
N -3.98 -3.14 -1.09 -0.59
N 0.50 -3.63 0.34 -0.29
C -0.44 -3.51 -0.34 0.29
C -2.37 -4.74 -1.36 -0.07
C -1.79 -3.65 -0.82 -0.24
C -2.85 -2.61 -0.59 0.66
C -3.82 -4.48 -1.58 -0.26
H -4.44 -5.21 -1.03 0.23
H -1.91 -5.72 -1.52 0.24
H -4.08 -4.57 -2.65 0.23
H 0.34 -1.57 1.05 0.47
H -1.15 -1.04 0.68 0.49
H -4.84 -2.61 -1.16 0.43

***

Arrangement c

15
Properties=species:S:1:pos:R:3:nbo_charge:R:1 method="wB97M-V/def2-TZVPD" orbital_gap_ev=9.204 charge=0
O 2.51 1.93 0.09 -0.55
O 2.07 -2.06 -0.90 -0.55
N 1.23 -0.06 0.19 -0.53
N -0.51 -1.25 1.26 -0.56
C -0.22 -0.32 0.33 0.38
C 1.44 1.29 0.26 0.55
C 2.19 -1.01 0.08 0.51
C -2.51 0.36 -0.40 -0.29
C -1.12 0.41 -0.58 -0.36
H -2.91 -0.04 0.60 0.20
H 3.24 -0.60 0.49 0.20
H -3.32 0.55 -1.35 0.24
H -1.56 -1.50 1.24 0.35
H 0.35 1.57 0.29 0.14
H -0.86 0.73 -1.60 0.25

***

Top of the stability list: arrangement b, leading by 376.5 kJ/mol.

***

Arrangement a

12
Properties=species:S:1:pos:R:3:nbo_charge:R:1 method="wB97M-V/def2-TZVPD" orbital_gap_ev=12.869 charge=+1
O -0.13 1.25 -0.28 -0.38
O 0.05 -0.83 -0.95 -0.40
O 3.36 -0.28 0.61 -0.38
C 0.45 0.41 -0.98 0.67
C -0.91 -0.94 0.18 -0.12
C -1.17 0.55 0.52 -0.10
C 2.35 -0.07 0.20 0.49
H -1.88 -1.38 -0.02 0.25
H -0.45 -1.57 0.89 0.23
H -0.88 0.91 1.46 0.24
H -1.95 1.13 0.11 0.24
H 1.15 0.81 -1.74 0.26

***

Arrangement b

12
Properties=species:S:1:pos:R:3:nbo_charge:R:1 method="wB97M-V/def2-TZVPD" orbital_gap_ev=10.840 charge=+1
O -0.01 -1.19 0.55 -0.38
O -0.26 -0.41 -1.70 -0.41
O 0.22 1.01 -0.02 -0.37
C 0.11 -1.39 1.96 -0.32
C 0.12 1.72 -1.24 0.01
C -0.07 0.84 -2.22 0.11
C -0.03 -0.21 -0.17 1.06
H 0.00 2.84 -1.21 0.28
H 1.16 -1.69 2.31 0.26
H -0.39 0.96 -3.27 0.27
H -0.05 -0.54 2.61 0.23
H -0.80 -1.96 2.40 0.26

***

Top of the stability list: arrangement a, leading by 112.3 kJ/mol.

***

Arrangement a

10
Properties=species:S:1:pos:R:3:nbo_charge:R:1 method="wB97M-V/def2-TZVPD" orbital_gap_ev=11.078 smiles=FC1COC1 charge=0
F 1.94 -0.09 -0.10 -0.36
O -1.61 0.18 0.11 -0.54
C 0.57 -0.07 0.32 0.18
C -0.66 -1.10 -0.13 -0.13
C -0.40 1.05 -0.12 -0.13
H -0.23 2.31 0.20 0.21
H 0.58 -0.05 1.55 0.17
H -0.44 -1.17 -1.25 0.18
H -0.28 1.18 -1.22 0.17
H -1.26 -2.14 0.30 0.24

***

Arrangement b

10
Properties=species:S:1:pos:R:3:nbo_charge:R:1 method="wB97M-V/def2-TZVPD" orbital_gap_ev=11.009 charge=0
F 2.73 -0.80 -0.51 -0.40
O 2.65 1.25 0.26 -0.65
C 3.12 0.11 0.51 0.55
C -0.82 -0.18 -0.33 -0.39
C -0.12 -0.46 0.70 -0.39
H -1.12 -1.00 -0.86 0.18
H -0.08 -1.48 0.99 0.20
H 2.08 1.21 -0.50 0.50
H -1.31 0.81 -0.65 0.20
H 0.30 0.28 1.33 0.19

***

Top of the stability list: arrangement b, leading by 71.2 kJ/mol.

***

Arrangement a

10
Properties=species:S:1:pos:R:3:nbo_charge:R:1 method="wB97M-V/def2-TZVPD" orbital_gap_ev="9.150 / 8.577" charge=0
F 1.82 0.66 0.34 -0.29
O 0.95 -1.59 -1.55 -0.82
C 0.66 0.19 -0.09 0.66
C -0.49 -0.18 0.72 -0.50
C -0.50 1.05 -0.12 -0.50
H -1.14 1.25 -0.97 0.26
H -0.37 -0.29 1.78 0.24
H 0.67 -2.20 -0.90 0.42
H -1.20 -1.04 0.44 0.26
H -0.40 2.16 0.34 0.24

***

Arrangement b

10
Properties=species:S:1:pos:R:3:nbo_charge:R:1 method="wB97M-V/def2-TZVPD" orbital_gap_ev="8.704 / 7.692" charge=0
F 0.13 0.67 -1.99 -0.35
O -1.90 -0.90 1.28 -0.46
C -1.27 -1.43 0.44 0.33
C 0.72 0.12 -0.93 0.27
C 0.92 1.09 0.12 -0.73
H 1.28 2.02 -0.10 0.23
H 0.10 -0.83 -0.46 0.12
H 1.55 0.57 0.83 0.23
H -0.15 1.24 0.57 0.23
H -1.38 -2.54 0.25 0.13

***

Arrangement c

10
Properties=species:S:1:pos:R:3:nbo_charge:R:1 method="wB97M-V/def2-TZVPD" orbital_gap_ev=9.976 smiles="CO/C=C/F" charge=0
F 2.29 -0.49 0.03 -0.34
O -1.23 0.59 0.20 -0.50
C 0.02 0.11 0.07 0.05
C -2.23 -0.38 -0.13 -0.26
C 1.33 0.46 -0.16 0.14
H -2.32 -0.88 0.94 0.19
H -3.20 -0.02 -0.62 0.21
H 1.81 1.68 -0.28 0.18
H -1.90 -1.10 -0.81 0.18
H 0.18 -1.12 0.24 0.15

***

Top of the stability list: arrangement c, leading by 126.0 kJ/mol.

***

Arrangement a

23
Properties=species:S:1:pos:R:3:nbo_charge:R:1 method="wB97M-V/def2-TZVPD" orbital_gap_ev=11.812 charge=+1
O -0.41 -2.02 -1.92 -0.97
N -0.63 -0.03 1.73 -0.70
C 0.83 0.81 -0.11 -0.43
C -1.28 1.26 -1.47 -0.67
C -0.31 1.78 -0.46 -0.41
C 1.58 -1.17 1.48 -0.64
C 0.48 -0.47 0.66 -0.01
H 1.58 -2.24 1.41 0.25
H -0.76 0.99 1.76 0.43
H -0.31 -0.25 2.66 0.43
H 1.66 1.29 0.43 0.22
H 0.26 2.63 -0.80 0.25
H -1.55 -0.43 1.53 0.44
H -2.35 1.23 -1.19 0.22
H -1.13 -2.41 -2.42 0.49
H -1.28 1.68 -2.48 0.25
H 2.52 -0.84 1.04 0.25
H 1.25 0.50 -1.06 0.25
H 0.36 -2.57 -2.11 0.49
H 1.59 -0.89 2.52 0.21
H -1.17 0.21 -1.72 0.23
H -0.09 -1.18 0.08 0.25
H -0.82 2.13 0.44 0.17

***

Arrangement b

23
Properties=species:S:1:pos:R:3:nbo_charge:R:1 method="wB97M-V/def2-TZVPD" orbital_gap_ev=3.931 charge=+1
O -0.78 1.20 -1.39 -0.74
N -5.45 -1.56 -0.01 -1.10
C 2.64 0.74 -1.02 -0.65
C 1.90 -0.87 1.69 -0.60
C 1.80 1.26 0.14 -0.38
C 1.06 0.10 0.90 -0.32
C 0.09 -0.59 -0.01 0.10
H 1.03 1.88 -0.30 0.24
H -5.38 -2.18 0.78 0.36
H 3.26 1.54 -1.41 0.26
H 3.34 -0.03 -0.69 0.22
H 2.13 0.36 -1.91 0.22
H 2.59 -1.51 1.15 0.24
H -0.43 0.44 -0.92 0.37
H -1.49 1.06 -2.04 0.53
H -6.21 -0.91 0.15 0.37
H 2.46 -0.38 2.49 0.28
H -5.59 -2.08 -0.86 0.37
H 1.26 -1.57 2.24 0.24
H 0.38 0.64 1.57 0.24
H -0.75 -0.97 0.58 0.26
H 0.60 -1.30 -0.67 0.25
H 2.31 1.84 0.89 0.25

***

Arrangement c

23
Properties=species:S:1:pos:R:3:nbo_charge:R:1 method="wB97M-V/def2-TZVPD" orbital_gap_ev=4.984 charge=+1
O 0.81 0.20 1.61 -0.72
N -0.44 2.30 0.80 -0.76
C -0.34 -2.44 0.78 -0.62
C -0.51 -0.74 -1.10 -0.40
C 0.78 1.36 -1.42 -0.53
C 0.88 -0.07 -1.05 -0.42
C -1.03 -1.17 0.30 -0.35
H -1.38 2.57 1.12 0.41
H -0.09 1.38 1.16 0.42
H 0.02 1.89 -0.76 0.29
H 1.38 -0.45 -1.96 0.33
H 1.76 1.84 -1.36 0.25
H 0.75 -2.31 0.78 0.23
H 0.17 3.07 1.08 0.41
H 1.52 -0.25 -0.19 0.29
H -0.76 -0.46 1.14 0.27
H -0.52 -2.56 1.85 0.23
H 1.10 0.60 2.45 0.47
H -2.12 -1.20 0.22 0.26
H 0.38 1.49 -2.42 0.26
H -1.25 -0.07 -1.55 0.22
H -0.51 -1.65 -1.70 0.24
H -0.60 -3.34 0.22 0.24

***

Top of the stability list: arrangement a, leading by 458.8 kJ/mol.

***

Arrangement a

23
Properties=species:S:1:pos:R:3:nbo_charge:R:1 method="wB97M-V/def2-TZVPD" orbital_gap_ev=12.126 charge=+1
O 0.84 -0.89 3.69 -0.99
N 0.35 0.23 1.32 -0.66
C -0.85 -0.13 -0.78 -0.23
C 1.26 1.27 -0.70 -0.65
C -0.01 0.88 0.00 -0.04
C -1.55 0.58 -1.97 -0.61
C -0.25 -1.47 -1.20 -0.64
H 0.14 -2.07 -0.39 0.20
H 0.37 -1.33 -2.09 0.23
H -1.12 -2.00 -1.59 0.25
H -1.01 0.28 -2.87 0.22
H -1.70 -0.38 -0.13 0.20
H 0.91 -0.57 1.07 0.44
H -2.58 0.23 -2.04 0.23
H -0.49 -0.10 1.79 0.44
H 1.96 0.42 -0.59 0.21
H 0.55 -1.78 3.92 0.50
H -0.67 1.71 0.20 0.23
H 1.17 1.35 -1.79 0.26
H 1.64 -0.72 4.21 0.50
H 0.84 0.74 2.05 0.45
H 1.81 2.10 -0.29 0.24
H -1.65 1.65 -1.83 0.22

***

Arrangement b

23
Properties=species:S:1:pos:R:3:nbo_charge:R:1 method="wB97M-V/def2-TZVPD" orbital_gap_ev=4.361 charge=+1
O -0.04 -1.24 -1.87 -0.87
N -2.62 -4.38 2.55 -1.10
C -0.30 0.17 0.35 0.23
C 0.62 2.34 1.20 -0.63
C 0.99 1.07 0.43 -0.32
C 0.58 2.02 -1.95 -0.61
C 1.59 1.21 -0.99 -0.41
H 2.64 1.62 -0.96 0.26
H -0.41 1.64 -1.77 0.19
H -3.49 -4.67 2.08 0.37
H -0.21 -1.11 -0.88 0.42
H 0.02 2.14 2.10 0.24
H 1.57 0.17 -1.35 0.24
H -0.36 -2.05 -2.25 0.52
H 0.88 1.90 -3.00 0.25
H -2.89 -3.94 3.58 0.36
H 1.45 3.09 1.55 0.30
H -2.11 -5.25 2.83 0.37
H -1.33 0.48 0.04 0.24
H 0.49 3.06 -1.78 0.22
H -0.30 -0.60 1.15 0.23
H 1.68 0.34 1.15 0.24
H 0.11 2.89 0.35 0.24

***

Top of the stability list: arrangement a, leading by 566.0 kJ/mol.